w:
Formula: C3H11NOS2
Source: the Open Molecules 2025 dataset
Level of theory: ωB97M-V/def2-TZVPD

Geometry as ORCA input:
```
! wB97M-V def2-TZVPD RIJCOSX def2/J DEFGRID3
* xyz 0 1
C -0.4365 1.2750 1.8771
C -0.5948 1.3760 0.3727
N 0.6463 1.9619 -0.2299
C -0.7353 -0.0128 -0.3075
S -1.1762 0.1918 -2.0645
S 0.1142 -1.2479 -2.9773
H 0.2194 0.4251 2.0897
H -0.0248 2.2036 2.2566
H -1.4420 1.0893 2.2781
H -1.4387 2.0554 0.2051
H 1.3197 2.2657 0.4541
H 1.1207 1.3344 -0.8629
H 0.2160 -0.5314 -0.1850
H -1.4399 -0.5087 0.3501
H 0.0817 -2.2801 -2.1541
O 1.5964 -3.0836 -0.4170
H 1.0472 -3.7240 -0.9160
H 0.9264 -2.7898 0.2307
*
```

Results
LUMO level	0.2	eV
SMILES	C[C@@H](N)CSS.O

x:
Formula: C3H11NOS2
Source: the Open Molecules 2025 dataset
Level of theory: ωB97M-V/def2-TZVPD

Geometry as ORCA input:
```
! wB97M-V def2-TZVPD RIJCOSX def2/J DEFGRID3
* xyz 0 1
C -1.9654 -1.3631 1.6000
N -0.9692 -0.3262 1.5696
C -0.8113 0.5082 0.3924
C 0.4591 0.1494 -0.3833
S 1.8913 1.0437 0.4027
S 3.0987 -0.6486 0.7198
H -1.6030 -2.2209 2.1381
H -2.8619 -1.0981 2.1742
H -2.2796 -1.7488 0.6458
H -0.8511 0.1684 2.4331
H -0.7807 1.5261 0.7323
H -1.6433 0.3616 -0.2980
H 0.7095 -0.9049 -0.3010
H 0.4186 0.6068 -1.3609
H 4.2538 0.0021 0.9097
O -5.5122 0.3842 -4.4601
H -5.1218 -0.4910 -4.3628
H -6.4226 0.2141 -4.1835
*
```

Results
LUMO level	0.5	eV
SMILES	CNCCSS.O

Most stable pick: w. Distance to second place: 29.1 kJ/mol.

w:
Formula: C3H11NOS2
Source: the Open Molecules 2025 dataset
Level of theory: ωB97M-V/def2-TZVPD

Geometry as ORCA input:
```
! wB97M-V def2-TZVPD RIJCOSX def2/J DEFGRID3
* xyz 0 1
N -1.9108 1.8085 -2.8619
C -1.0308 0.9338 -1.8232
C -1.2396 1.6162 -0.4688
C -0.6518 0.9024 0.7729
S -0.0312 -0.8391 0.6274
S 2.0877 -0.5046 0.8810
H -2.2817 1.1207 -3.6469
H -1.2595 2.4184 -3.3447
H 0.0928 0.9068 -2.1864
H -1.3993 -0.0852 -1.8858
H -2.2779 1.6864 -0.2063
H -0.8052 2.6815 -0.4876
H -1.3374 0.8380 1.5756
H 0.1287 1.5073 1.2070
H 2.2772 -1.6664 1.6048
O 3.4836 -4.6442 3.4269
H 3.5818 -3.7607 3.2692
H 2.5734 -4.9199 3.5469
*
```

Results
LUMO level	0.1	eV
SMILES	NCCCSS.O

x:
Formula: C3H11NOS2
Source: the Open Molecules 2025 dataset
Level of theory: ωB97M-V/def2-TZVPD

Geometry as ORCA input:
```
! wB97M-V def2-TZVPD RIJCOSX def2/J DEFGRID3
* xyz 0 1
N 1.5091 0.2481 1.1792
C 0.2695 0.6809 0.5432
C -0.7941 -0.4273 0.4719
C -1.6969 -0.2947 -0.7445
S -3.4716 -0.0670 -0.4046
S -4.1384 1.1366 -1.9212
H 1.8424 0.8986 1.8762
H 1.4761 -0.6442 1.6489
H 0.5485 0.8931 -0.4683
H -0.1254 1.6264 0.9296
H -1.3223 -0.5360 1.4164
H -0.1776 -1.3260 0.3476
H -1.6446 -1.2187 -1.3362
H -1.3812 0.4171 -1.5092
H -4.1401 0.3592 -3.0157
O 4.4159 -0.4277 -0.0293
H 5.1654 -0.8129 0.4447
H 3.6653 -0.5057 0.5714
*
```

Results
LUMO level	0.5	eV
SMILES	NCCCSS.O

Most stable pick: x. Distance to second place: 96.8 kJ/mol.

w:
Formula: C3H11NOS2
Source: the Open Molecules 2025 dataset
Level of theory: ωB97M-V/def2-TZVPD

Geometry as ORCA input:
```
! wB97M-V def2-TZVPD RIJCOSX def2/J DEFGRID3
* xyz 0 1
C -0.6777 -2.8420 -0.9626
S -1.6114 -1.4232 -0.0656
S -1.2850 -0.0349 -1.5759
C 0.6967 0.2058 -1.6121
C 1.2090 0.0057 -0.1271
N 0.7886 1.1238 0.6342
H -0.5628 -2.6213 -1.9925
H 0.1922 -2.9974 -0.3678
H -1.2438 -3.8382 -0.9374
H 0.7875 1.3146 -2.1102
H 1.0565 -0.5183 -2.2923
H 2.2921 0.0872 0.0563
H 0.9605 -0.9364 0.1936
H 0.4435 1.9723 0.2901
H 0.4792 0.9770 1.5745
O -1.4538 3.3565 3.0387
H -1.5463 2.4152 3.3621
H -0.5251 3.7536 2.8940
*
```

Results
LUMO level	0.5	eV
SMILES	CSSCCN.O

x:
Formula: C3H11NOS2
Source: the Open Molecules 2025 dataset
Level of theory: ωB97M-V/def2-TZVPD

Geometry as ORCA input:
```
! wB97M-V def2-TZVPD RIJCOSX def2/J DEFGRID3
* xyz 0 1
C -0.4990 -1.8128 -0.6516
S -0.3486 -0.3929 0.5050
S -0.6347 1.4429 -0.4104
C 1.0846 1.7528 -1.0893
C 1.4704 0.8007 -2.1774
N 2.4420 -0.2061 -1.6490
H 0.3651 -2.4643 -0.8069
H -1.3870 -2.3375 -0.3025
H -0.7951 -1.5078 -1.6522
H 1.6019 1.9529 -0.1483
H 0.9363 2.7359 -1.5791
H 2.1025 1.2650 -2.9366
H 0.6011 0.4214 -2.6835
H 3.2720 0.2032 -1.2508
H 2.0350 -0.7805 -0.9288
O -2.1985 -2.2085 4.6562
H -3.0005 -2.5702 5.0326
H -1.9614 -1.4527 5.1941
*
```

Results
LUMO level	0.7	eV
SMILES	CSSCCN.O

y:
Formula: C3H11NOS2
Source: the Open Molecules 2025 dataset
Level of theory: ωB97M-V/def2-TZVPD

Geometry as ORCA input:
```
! wB97M-V def2-TZVPD RIJCOSX def2/J DEFGRID3
* xyz 0 1
C 0.7396 1.5058 -3.4878
S 1.1100 -0.0304 -2.4974
S -0.6993 -0.4645 -1.7046
C -0.9692 0.6954 -0.2539
C -0.4634 0.0645 1.0464
N -1.5288 -0.6089 1.7560
H 0.4196 2.4349 -3.0254
H 1.6498 1.7680 -4.0294
H -0.0024 1.1003 -4.1695
H -2.0297 0.9348 -0.2525
H -0.5061 1.6642 -0.4652
H 0.0338 0.8095 1.6742
H 0.4270 -0.5557 0.8856
H -1.6517 -1.5859 1.5343
H -1.5942 -0.3809 2.7276
O 1.6670 -2.1033 3.5029
H 0.9217 -2.6916 3.5044
H 2.4764 -2.5562 3.2544
*
```

Results
LUMO level	0.7	eV
SMILES	CSSCCN.O

z:
Formula: C3H11NOS2
Source: the Open Molecules 2025 dataset
Level of theory: ωB97M-V/def2-TZVPD

Geometry as ORCA input:
```
! wB97M-V def2-TZVPD RIJCOSX def2/J DEFGRID3
* xyz 0 1
C 1.5241 -2.8655 -0.7537
C 0.7188 -1.6705 -0.4039
N -0.6405 -2.0753 -0.1327
C 1.5868 -1.0639 0.7704
S 1.1855 0.6636 1.2927
S -0.3183 1.4445 0.0134
H 1.5498 -3.5049 0.1421
H 1.0804 -3.4438 -1.5760
H 2.6213 -2.4603 -1.1525
H 0.7912 -0.9457 -1.1613
H -1.0538 -1.2080 0.2423
H -1.1162 -2.2138 -1.0887
H 1.5644 -1.8015 1.6704
H 2.6101 -0.8001 0.4521
H 0.4057 1.9021 -0.9220
O -4.0390 2.9903 -1.3911
H -4.9218 2.6237 -1.2154
H -3.5885 2.3281 -1.9088
*
```

Results
LUMO level	0.2	eV
SMILES	C[C@@H](N)CSS.O

Most stable pick: y. Distance to second place: 28.2 kJ/mol.

w:
Formula: C3H11NOS2
Source: the Open Molecules 2025 dataset
Level of theory: ωB97M-V/def2-TZVPD

Geometry as ORCA input:
```
! wB97M-V def2-TZVPD RIJCOSX def2/J DEFGRID3
* xyz 0 1
C -2.7876 0.1399 0.0155
S -1.5173 -1.1016 -0.0095
S -0.3017 -0.3981 -1.5681
C 0.1396 1.2699 -1.0141
C 0.9460 1.3701 0.2494
N 2.2442 0.6690 0.0582
H -3.4645 0.0368 -0.8399
H -2.4887 1.1728 0.1132
H -3.3826 -0.0173 0.9351
H 0.6865 1.6890 -1.8553
H -0.8241 1.7631 -0.8863
H 1.2147 2.4176 0.3733
H 0.4730 0.9177 1.1244
H 2.0410 -0.2783 -0.2684
H 2.6606 0.4522 0.9586
O 1.4441 -2.9333 0.9127
H 0.9959 -3.6365 1.3899
H 1.9210 -3.5332 0.3113
*
```

Results
LUMO level	0.6	eV
SMILES	CSSCCN.O

x:
Formula: C3H11NOS2
Source: the Open Molecules 2025 dataset
Level of theory: ωB97M-V/def2-TZVPD

Geometry as ORCA input:
```
! wB97M-V def2-TZVPD RIJCOSX def2/J DEFGRID3
* xyz 0 1
C 3.0162 0.1703 0.1355
S 1.3197 -0.3442 0.4265
S 0.4015 0.4850 -1.2907
C -0.7704 1.6937 -0.4602
C -1.2078 1.2855 1.0238
N -2.0106 0.0799 1.1397
H 3.2271 0.8859 0.9282
H 3.6597 -0.7183 0.0182
H 2.9178 0.6467 -0.8190
H -1.7030 1.5312 -1.0542
H -0.4648 2.7156 -0.4227
H -1.9161 2.2615 1.2798
H -0.3950 1.3300 1.7074
H -1.9692 -0.6080 0.3318
H -1.7952 -0.4329 2.0690
O -0.6570 -3.3277 -1.5745
H -1.5531 -3.5337 -1.8472
H -0.0996 -4.1206 -1.5911
*
```

Results
LUMO level	0.6	eV
SMILES	CSSCCN.O

Most stable pick: w. Distance to second place: 86.1 kJ/mol.

w:
Formula: C3H11NOS2
Source: the Open Molecules 2025 dataset
Level of theory: ωB97M-V/def2-TZVPD

Geometry as ORCA input:
```
! wB97M-V def2-TZVPD RIJCOSX def2/J DEFGRID3
* xyz 0 1
C 1.3444 -1.1870 -1.1337
N 0.1537 -0.4975 -0.6512
C -0.5108 -1.1179 0.4589
C -0.7013 -0.2465 1.7362
S -0.8090 1.5409 1.5741
S -2.3255 1.4748 0.1153
H 2.1718 -1.0301 -0.4418
H 1.6104 -0.7493 -2.0937
H 1.1528 -2.2613 -1.3020
H -0.4453 -0.2912 -1.4350
H -1.4663 -1.5756 0.2197
H 0.1134 -1.9499 0.7740
H 0.1293 -0.4404 2.4290
H -1.6021 -0.6040 2.2459
H -2.6064 2.7839 0.0757
O 1.5576 2.3319 -0.8976
H 0.7847 2.3335 -0.3167
H 1.4487 1.4857 -1.3571
*
```

Results
LUMO level	0.3	eV
SMILES	CNCCSS.O

x:
Formula: C3H11NOS2
Source: the Open Molecules 2025 dataset
Level of theory: ωB97M-V/def2-TZVPD

Geometry as ORCA input:
```
! wB97M-V def2-TZVPD RIJCOSX def2/J DEFGRID3
* xyz 0 1
C 3.0802 0.1090 0.0439
S 1.4780 0.1775 0.9149
S 0.3765 -1.2188 -0.0561
C -0.1674 -0.3458 -1.5406
C -1.3455 0.6777 -1.3079
N -2.3437 0.3624 -0.3052
H 3.3285 1.1249 -0.2425
H 3.7876 -0.2154 0.8118
H 3.0394 -0.6738 -0.7007
H -0.5654 -1.0787 -2.2454
H 0.6789 0.1422 -2.0235
H -1.8575 0.6982 -2.2697
H -0.9038 1.6354 -1.0499
H -2.9619 -0.3656 -0.5824
H -1.9163 0.2301 0.5977
O -1.4277 -0.4426 2.9872
H -1.6432 -0.8653 3.8288
H -0.6368 0.0486 3.1394
*
```

Results
LUMO level	0.6	eV
SMILES	CSSCCN.O

Most stable pick: x. Distance to second place: 45.7 kJ/mol.